Here is C35H37Br2NO2PbSe2SiTe2 as an isolated structure at a distorted geometry from the OMol25 dataset. Energies are from the ωB97M-V functional and the def2-TZVPD basis.

## Properties
Relative energy (zero: lowest compared OMol25 entry of this formula, charge and spin)   0.574 eV
HOMO level   -7.48 eV
Charge   0

Geometry as XYZ:
```
83
Properties=species:S:1:pos:R:3:forces:R:3
Pb 0.533703 -1.733885 -0.455282 0.142 -0.163 0.404
Te -2.278997 1.166086 -1.933093 -0.469 -1.065 -0.023
Te -0.892020 -0.079913 -3.906980 0.308 -0.570 -0.020
Br 7.664053 -3.465436 -1.416482 -0.124 -0.019 -0.005
Br 2.947703 -6.476200 -0.845334 0.110 -0.005 0.000
Se -3.610360 -0.572611 -1.077056 0.056 0.021 -0.184
Se -0.541916 -2.343094 -2.833922 -0.300 0.275 -0.669
Si -0.704106 2.592515 0.021005 0.411 1.166 1.100
O -0.623783 1.119032 -0.692100 -0.501 -0.420 -0.757
O 1.703645 -3.718551 -0.590379 -0.985 0.539 0.108
N 2.829972 -1.298633 -1.261233 -0.120 0.342 -0.337
C -3.093867 3.645741 1.356552 -0.073 0.119 -0.064
C 3.612839 -2.393150 -1.117810 0.647 -0.247 0.005
C 5.574544 -1.042344 -1.515897 -0.168 0.229 -0.034
C -4.209970 3.522670 2.164639 -0.094 0.199 0.006
C 0.719110 2.950994 1.233532 -0.092 -0.120 -0.159
C 4.748246 0.025803 -1.720273 0.190 -0.336 0.035
C 0.720191 1.945356 2.377292 -0.205 -0.082 -0.075
C -2.302706 2.544442 1.042188 0.390 0.188 -0.207
C -3.104160 -3.750543 0.667598 0.110 -0.006 0.079
C -2.248241 -4.809497 0.403742 0.030 0.109 0.025
C 2.444038 0.942097 -2.082953 -0.020 -0.080 -0.058
C 0.393910 4.339999 1.769616 -0.121 0.104 -0.023
C 2.954351 -3.642766 -0.853332 0.768 -0.494 -0.125
C -2.681840 -2.753598 1.538430 0.094 -0.074 -0.048
C -0.157431 -6.109902 0.788898 0.024 -0.052 0.026
C -0.169151 3.425810 -2.640671 0.398 0.050 0.102
C -4.464979 -3.715179 0.046115 0.065 0.103 -0.107
C 2.112009 2.971208 0.614787 -0.199 -0.023 -0.156
C -0.991073 -4.887388 0.983720 -0.020 0.131 0.001
C 3.355111 -0.150800 -1.645149 0.078 -0.010 0.153
C -0.566487 -3.846535 1.804363 -0.280 -0.038 0.149
C -0.254479 4.189408 -3.791733 0.058 -0.131 -0.036
C -3.772734 1.185519 2.412374 0.041 0.049 0.078
C -2.660712 1.318211 1.601476 0.164 -0.048 0.069
C 3.768371 -4.779075 -0.950211 -0.572 0.139 0.106
C 5.767929 -3.508362 -1.249612 0.239 -0.386 0.041
C -4.556520 2.291528 2.690912 -0.020 -0.098 0.038
C -0.739489 3.833979 -1.431206 0.132 -0.119 0.361
C -1.416762 -2.784862 2.113866 -0.018 -0.117 0.188
C 5.142209 -4.722851 -1.120811 0.474 0.426 -0.049
C -1.006465 -1.736760 3.115041 0.001 -0.086 -0.159
C -1.365279 5.076976 -1.420951 0.001 0.050 0.060
C 5.023500 -2.317439 -1.287229 -0.293 -0.087 0.048
C -1.466061 5.844051 -2.571409 -0.085 0.087 0.050
C -0.925366 5.397788 -3.763963 -0.042 0.062 -0.050
H 1.556342 0.984550 -1.455980 -0.120 0.057 -0.088
H 6.646550 -0.927141 -1.558738 0.079 -0.014 -0.059
H 2.945712 1.906454 -2.078920 -0.006 0.048 0.043
H -0.079156 -6.361852 -0.265635 0.092 -0.024 -0.069
H 0.195644 3.831184 -4.707101 0.044 -0.005 -0.061
H -5.428659 2.195764 3.319585 -0.095 -0.010 0.059
H -2.049634 0.450368 1.400181 -0.019 -0.145 -0.074
H -4.810400 4.394395 2.382215 -0.048 0.055 0.031
H 1.125062 4.654484 2.513927 0.128 -0.003 0.090
H -0.610526 -0.844828 2.627471 0.050 0.095 -0.034
H -0.236768 -2.118560 3.782381 0.044 0.003 0.053
H -3.364804 -1.951740 1.777829 -0.064 0.167 0.064
H 2.133461 0.719172 -3.108350 -0.103 0.077 0.069
H 5.149991 0.997367 -1.957389 0.014 0.125 -0.029
H -0.587451 4.353380 2.238469 -0.113 0.113 0.121
H -2.843216 4.624465 0.976928 -0.018 0.092 -0.054
H -4.023896 0.222124 2.827749 -0.050 -0.135 0.044
H -5.037497 -4.597848 0.325994 -0.118 -0.007 0.019
H 2.463407 1.959934 0.427325 0.107 -0.102 -0.088
H -1.863324 -1.431931 3.712390 -0.025 0.075 0.067
H 2.126903 3.529347 -0.318762 0.109 0.110 -0.157
H 2.810089 3.443221 1.305102 0.131 0.054 0.093
H -5.004459 -2.817771 0.343211 -0.130 -0.039 0.051
H -0.624077 -6.952378 1.299820 -0.017 -0.092 0.035
H -1.017086 5.990366 -4.661555 -0.014 0.073 -0.072
H 0.387465 2.499651 -2.675769 -0.061 -0.138 -0.065
H -1.778336 5.467063 -0.504817 -0.122 0.061 0.082
H 1.464869 2.220471 3.123972 0.129 0.028 0.092
H 0.840199 -5.974975 1.193172 0.090 -0.012 -0.051
H -0.249387 1.900666 2.867689 -0.102 -0.046 0.144
H 5.710309 -5.638912 -1.142948 0.074 -0.059 -0.011
H -2.571649 -5.606347 -0.250570 -0.084 -0.128 -0.096
H -4.370183 -3.702988 -1.038959 -0.068 -0.016 -0.096
H 0.403225 5.068904 0.961550 0.004 0.229 -0.048
H -1.984270 6.789885 -2.536936 -0.029 0.134 0.017
H 0.962708 0.949949 2.004985 0.032 -0.166 0.051
H 0.402361 -3.915736 2.279414 0.148 0.029 0.038
```
Positions in Å, forces in eV/Å.



Here is C35H37BrCoP2 as an isolated structure at a distorted geometry from the OMol25 dataset. Energies are from the ωB97M-V functional and the def2-TZVPD basis.

## Properties
Relative energy (zero: lowest compared OMol25 entry of this formula, charge and spin)   3.691 eV
HOMO level (spin up / spin down)   -5.08 / -6.69 eV
Charge   0
Spin multiplicity   4

Geometry as XYZ:
```
76
Properties=species:S:1:pos:R:3:forces:R:3
Br 2.745053 -1.082300 -0.362380 0.676 0.197 0.321
Co 1.991018 -3.199428 -3.244291 -0.629 2.130 2.662
P 0.808049 -0.047158 -2.505876 -0.998 -1.394 -0.991
P -0.391314 -2.521173 -0.057031 -0.007 -2.306 -2.361
C 4.171135 1.521200 -4.273465 -0.131 -0.150 -0.099
C 2.436221 0.127933 -3.311835 0.601 -0.675 0.248
C -1.930163 -3.414732 0.311780 -0.255 -0.127 0.381
C -0.297317 0.906628 -3.660168 -0.243 -0.191 0.259
C 2.831778 1.120098 -4.215703 0.022 -0.017 0.358
C 1.167650 -3.484081 -5.860479 -0.065 0.276 -0.038
C 3.377907 -2.983985 -4.574016 0.528 0.503 -1.119
C -1.584700 2.975040 -3.673616 -0.208 -0.161 -0.445
C -1.935161 -4.556040 1.129835 -0.305 0.266 -0.085
C 3.841416 -5.306844 -3.687386 0.242 -0.179 0.177
C 3.488501 -0.651489 -2.689968 -0.431 -0.128 0.303
C -3.142324 -2.886219 -0.178452 0.082 -0.228 0.381
C 4.066314 -4.307835 -4.837880 0.369 -0.333 -0.089
C 3.246155 -4.580050 1.797209 -0.005 0.075 -0.244
C 2.481256 -5.082198 -3.063953 -0.203 -1.016 -0.353
C 2.078451 -2.597115 -5.038480 0.691 0.103 -1.111
C 1.262175 -4.878168 -3.765079 -0.075 -1.631 0.642
C 1.475824 -4.538029 0.163273 -0.010 0.145 -0.076
C -1.617094 1.507205 -5.602374 -0.065 -0.046 0.104
C -0.080238 -2.838400 -1.782451 -0.824 0.819 0.741
C 0.298155 -1.880278 -2.776927 -0.362 0.996 -0.954
C 1.084363 -4.911635 -5.257732 -0.139 0.141 -0.631
C -0.745062 2.081300 -3.022274 0.017 -0.230 -0.547
C 1.535251 -2.876270 1.946241 0.002 -0.431 -0.427
C -4.355892 -3.433361 0.245950 0.334 0.014 0.007
C -0.661637 -0.860428 0.492625 0.036 0.441 0.574
C 5.133743 0.958986 -3.423118 0.014 -0.086 0.262
C 4.798766 -0.125937 -2.637703 0.105 0.203 0.004
C -0.774468 0.590177 -4.951150 -0.146 0.688 0.318
C 2.670285 -5.087335 0.627310 -0.388 0.025 0.350
C 0.946682 -3.392832 0.773322 0.288 0.167 1.452
C -3.156196 -5.111120 1.526627 -0.124 0.129 -0.134
C -2.019582 2.695094 -4.979157 0.207 0.022 0.470
C 2.685437 -3.479130 2.452294 0.023 -0.213 0.105
C -4.362062 -4.533285 1.112616 0.305 0.024 -0.048
H -0.430907 2.272520 -1.996315 0.008 0.017 -0.247
H 3.127851 -5.918983 0.081319 -0.199 0.259 0.356
H 1.499448 -3.479127 -6.914604 -0.146 -0.255 0.219
H 2.096167 1.606236 -4.857043 0.081 0.007 0.352
H -3.126327 -2.039858 -0.873783 -0.026 -0.273 0.302
H 4.587810 -5.161234 -2.881396 -0.197 0.254 -0.357
H 0.292507 -0.393372 0.732839 -0.104 0.173 -0.083
H 1.889395 -1.515677 -5.160240 0.185 -0.542 0.003
H 1.861799 -5.541543 -5.708716 -0.352 -0.006 0.024
H -1.176469 -0.297414 -0.283934 0.123 -0.028 -0.086
H -1.914170 3.868217 -3.147799 0.002 -0.087 -0.205
H 1.110757 -1.998157 2.438747 0.172 -0.238 -0.167
H -0.565114 -3.768953 -2.142146 0.141 0.834 0.435
H 4.141191 -5.062150 2.189050 -0.134 0.261 -0.062
H -1.313562 -0.905250 1.368571 0.145 0.041 0.033
H 0.169627 -3.013665 -5.853956 0.155 -0.225 -0.017
H -2.690329 3.402932 -5.479215 0.302 -0.381 0.095
H -5.292401 -2.981433 -0.082063 0.229 -0.200 0.044
H 6.141283 1.367704 -3.380979 -0.207 -0.084 -0.080
H 3.699391 -4.731112 -5.777195 0.262 -0.061 -0.005
H -5.310605 -4.940144 1.463477 0.254 0.071 -0.114
H 3.158419 -3.087334 3.356648 -0.182 -0.136 -0.314
H 4.035333 -6.353408 -4.002908 -0.338 0.296 -0.098
H -1.996863 1.289933 -6.604822 0.191 -0.009 0.329
H 0.391457 -5.166558 -3.171378 -0.073 0.031 -0.280
H 0.962595 -4.987430 -0.694972 0.344 0.396 0.274
H -3.162234 -5.983715 2.182760 -0.029 0.254 -0.220
H 3.383369 -1.765944 -2.522419 0.120 1.268 -0.278
H 4.079157 -2.145262 -4.518145 -0.115 -0.183 0.226
H 5.151168 -4.152537 -4.930541 -0.265 0.009 -0.255
H -0.323211 -1.934610 -3.696822 0.587 -0.042 0.371
H -0.534559 -0.351690 -5.451955 0.141 0.309 0.245
H 2.378442 -5.556528 -2.075567 0.021 0.467 -0.332
H 4.464243 2.312675 -4.956970 -0.077 -0.085 0.068
H -0.991957 -4.995646 1.466903 -0.359 0.219 -0.049
H 5.499763 -0.561169 -1.929545 0.042 -0.128 -0.406
H 0.097466 -5.341995 -5.487037 0.370 -0.024 -0.087
```
Positions in Å, forces in eV/Å.



Here is C35H37BrCrN6O6 as an isolated structure from the OMol25 dataset. Energies are from the ωB97M-V functional and the def2-TZVPD basis.

## Properties
Relative energy (zero: lowest compared OMol25 entry of this formula, charge and spin)   0.000 eV
HOMO level (spin up / spin down)   -9.99 / -10.10 eV
Charge   +1
Spin multiplicity   4

Geometry as XYZ:
```
86
Properties=species:S:1:pos:R:3:forces:R:3
Br -1.577735 6.292930 3.742463 -0.009 0.030 0.031
Cr -0.903595 0.239983 -0.438664 0.069 -0.703 0.686
O 2.175893 0.135449 -2.193768 0.004 0.131 -0.065
O -5.214698 -1.239239 -1.513046 -0.041 0.223 -0.109
O 2.683902 -1.931514 -2.798051 0.014 -0.086 -0.096
O -2.661323 -0.409541 -0.620634 -0.280 0.227 -0.136
O -0.367694 -1.783659 -0.530602 0.086 0.362 -0.182
O 0.812612 0.953209 0.176175 -0.045 -0.019 -0.137
N 0.687168 -2.387225 1.388705 -0.097 -0.059 0.139
N -0.812233 0.371092 -2.515526 0.078 0.038 -0.110
N -1.103073 0.122757 1.552054 0.206 0.310 -0.101
N -1.433903 2.217781 -0.741424 0.080 0.125 -0.155
N 4.466195 0.627812 -1.060738 0.015 -0.016 0.075
N -0.018184 0.605660 2.297806 -0.208 -0.120 -0.184
C -4.364266 -1.146986 2.547326 -0.103 -0.013 -0.090
C -2.417659 3.960934 2.362384 0.024 -0.013 -0.008
C 2.146000 1.590872 2.038008 -0.031 -0.015 0.046
C 0.897642 1.016825 1.479512 0.218 0.109 0.004
C -4.265606 -1.514035 -2.532339 0.042 -0.052 -0.072
C 3.703926 1.850893 3.852771 0.001 0.005 -0.019
C 2.531660 1.313842 3.347447 -0.007 0.047 0.015
C -2.378920 3.029948 1.339981 -0.131 0.033 0.041
C -3.352997 -0.773197 1.646408 0.168 0.043 0.165
C 2.068335 -1.936908 1.111519 0.030 0.021 -0.042
C -0.665784 5.224390 1.280864 -0.050 -0.025 0.033
C 3.032051 -0.872739 -2.346376 -0.120 -0.010 0.045
C -1.317112 1.813445 -4.351261 -0.011 -0.068 -0.064
C -1.490445 2.570592 -1.964532 -0.040 -0.140 -0.050
C 2.912262 -3.168406 0.781114 -0.070 -0.017 0.022
C 1.041213 -4.888173 0.172740 -0.004 0.046 -0.002
C -1.493552 3.205885 0.288250 -0.129 -0.150 -0.080
C 4.492495 2.674762 3.059141 0.001 -0.014 -0.002
C -1.553723 5.046947 2.330802 0.030 -0.018 -0.055
C -2.106361 -0.319418 2.215877 -0.155 -0.067 0.075
C -1.217725 1.558369 -3.001984 0.009 0.137 0.282
C -4.844338 -1.191982 -0.206288 -0.154 -0.211 0.115
C -0.638923 4.296750 0.251677 0.105 0.029 0.043
C -0.983556 0.791784 -5.237331 -0.018 0.029 0.052
C 2.295190 -4.107331 -0.273339 -0.012 0.037 0.023
C -0.564982 -0.423895 -4.734422 0.011 -0.023 0.038
C -5.825357 -1.538965 0.702933 -0.022 -0.040 0.073
C 2.937235 2.415839 1.245485 -0.004 0.005 0.008
C -5.601286 -1.520084 2.078974 0.093 0.028 -0.031
C 4.450809 -0.558247 -1.905507 0.093 0.033 -0.049
C -0.279360 -4.116192 -0.027384 -0.101 0.000 0.028
C -3.577656 -0.779001 0.252200 0.238 0.050 -0.021
C 4.105770 2.960870 1.757465 -0.006 -0.020 0.015
C -0.491231 -0.601966 -3.356275 -0.023 0.060 -0.066
C -0.039264 -2.664105 0.270289 0.060 -0.098 0.031
H -3.665556 -0.636196 -2.772287 -0.023 -0.048 -0.009
H -3.057090 2.185844 1.342422 0.033 -0.022 0.008
H -1.071819 -4.500650 0.620949 0.003 -0.015 0.005
H -6.786704 -1.834254 0.303705 -0.013 -0.014 -0.008
H -1.648738 2.781228 -4.699103 0.009 0.024 -0.023
H 0.006642 6.069890 1.272597 0.008 0.009 0.008
H 2.012484 -1.234459 0.279204 0.023 -0.010 -0.001
H 5.351197 1.114345 -1.100263 -0.027 0.012 -0.015
H 3.901999 -2.844986 0.451035 0.021 0.010 -0.021
H 1.898181 0.687245 3.959753 -0.004 -0.028 0.011
H -3.108585 3.839418 3.184065 -0.012 0.015 0.007
H 2.626072 2.628895 0.231976 0.004 0.014 -0.005
H 4.274317 0.416435 -0.087499 0.035 0.005 -0.014
H -2.008750 -0.317318 3.300782 -0.023 0.003 -0.030
H 4.879973 -1.464506 -1.471394 -0.020 0.033 0.017
H -0.152925 -1.529221 -2.915687 0.010 0.007 -0.010
H 4.002334 1.632409 4.868750 0.007 -0.005 0.025
H -1.714478 3.598027 -2.247544 0.049 -0.022 -0.018
H -4.158366 -1.122270 3.609423 0.015 0.000 0.027
H 3.061225 -4.827760 -0.560857 0.011 -0.003 0.017
H 3.070657 -3.734592 1.705449 0.041 -0.015 0.003
H -0.637730 -4.184948 -1.053614 -0.008 -0.001 0.010
H -3.602628 -2.334433 -2.248266 0.003 0.008 0.007
H 1.146889 -5.185470 1.219998 0.009 -0.031 -0.001
H 0.081144 4.399516 -0.550290 -0.006 -0.009 -0.023
H 0.712321 -3.187767 2.011073 0.021 0.038 -0.042
H 4.711809 3.613797 1.143789 0.015 0.020 -0.019
H 2.067443 -3.540124 -1.179169 0.036 0.004 -0.068
H -6.389734 -1.803205 2.760015 -0.029 -0.002 0.020
H 5.008406 -0.344319 -2.820234 0.013 -0.064 0.018
H 2.666642 0.852160 -1.731501 -0.018 -0.054 0.015
H 5.405399 3.096175 3.457623 0.013 0.014 0.009
H 2.453019 -1.399743 1.977837 -0.005 0.003 0.006
H -4.854647 -1.806859 -3.398671 0.010 -0.027 -0.005
H 0.971878 -5.817013 -0.392785 -0.002 0.003 -0.011
H -1.046216 0.953788 -6.303955 -0.008 0.002 -0.028
H -0.283889 -1.235929 -5.388186 0.004 -0.015 -0.017
```
Positions in Å, forces in eV/Å.